Version P
{
  "formula": "C3H3N3S2",
  "method": "ωB97M-V/def2-TZVPD",
  "e_homo_ev": -8.55,
  "homo_lumo_gap_ev": 6.95,
  "symbols": ["C", "C", "C", "H", "H", "H", "N", "N", "N", "S", "S"],
  "xyz": [[-1.18338, 0.40090, -0.12465], [0.11076, -0.12477, -0.23985], [1.15518, 0.08656, -1.21453], [-3.03765, 1.18049, 1.01410], [-1.42921, 1.36675, -0.66012], [0.30665, -0.91236, 1.99243], [0.63921, -1.08729, 0.70149], [1.99195, -1.17145, 0.50831], [2.31786, -0.56282, -0.59855], [-2.29513, -0.19252, 1.04824], [1.42376, 1.01651, -2.42687]],
  "nbo_charge": [-0.31, -0.02, -0.12, 0.18, 0.26, 0.41, -0.43, 0.04, -0.23, 0.09, 0.13]
}

Version Q
{
  "formula": "C3H3N3S2",
  "method": "ωB97M-V/def2-TZVPD",
  "e_homo_ev": -8.42,
  "homo_lumo_gap_ev": 6.79,
  "smiles": "S=C1N=NN/C1=C\\S",
  "symbols": ["C", "C", "C", "H", "H", "H", "N", "N", "N", "S", "S"],
  "xyz": [[1.04312, -0.12098, -0.58814], [-0.14136, 0.08528, 0.03248], [-1.31102, 0.85232, -0.42818], [3.19234, -0.92318, -0.90174], [1.18518, 0.37144, -1.54307], [-0.11573, -1.07052, 1.85977], [-0.55747, -0.39634, 1.26075], [-1.82880, -0.04313, 1.49758], [-2.28558, 0.68362, 0.56043], [2.29291, -1.13134, 0.05921], [-1.47359, 1.69283, -1.80908]],
  "nbo_charge": [-0.29, -0.02, -0.04, 0.15, 0.26, 0.42, -0.40, 0.07, -0.26, 0.08, 0.02]
}

Unit: eV. Relative energies: version P 2.512; version Q 0.000.

Version P
{
  "formula": "CH2NO3S",
  "method": "ωB97M-V/def2-TZVPD",
  "total_charge": -1,
  "e_homo_ev": -3.62,
  "homo_lumo_gap_ev": 7.55,
  "symbols": ["C", "N", "O", "O", "O", "S", "H", "H"],
  "xyz": [[1.00742, 0.68229, -0.16340], [1.04849, 1.75355, 1.52896], [2.87961, -1.01492, -1.19559], [0.20584, 0.83023, -0.98659], [3.40656, 0.45152, 0.83188], [2.51792, -0.53548, 0.20723], [1.48064, 1.08741, 2.14901], [1.97156, 2.14980, 1.21208]],
  "nbo_charge": [0.50, -1.03, -1.02, -0.54, -1.02, 1.44, 0.32, 0.34]
}

Version Q
{
  "formula": "CH2NO3S",
  "method": "ωB97M-V/def2-TZVPD",
  "total_charge": -1,
  "e_homo_ev": -1.91,
  "homo_lumo_gap_ev": 5.58,
  "symbols": ["C", "N", "O", "O", "O", "S", "H", "H"],
  "xyz": [[0.80588, -1.35773, -0.22609], [0.21939, -1.41097, -1.30368], [-0.87215, 0.80722, 1.37500], [1.58682, -1.75641, 0.55668], [-1.05737, 2.64196, -0.49599], [-0.28419, 1.35673, -0.18495], [-0.24301, -0.53696, -1.55357], [-0.15538, 0.25614, 1.83261]],
  "nbo_charge": [0.83, -0.79, -0.95, -0.55, -1.02, 0.63, 0.40, 0.46]
}

Version R
{
  "formula": "CH2NO3S",
  "method": "ωB97M-V/def2-TZVPD",
  "total_charge": -1,
  "e_homo_ev": -1.77,
  "homo_lumo_gap_ev": 5.41,
  "symbols": ["C", "N", "O", "O", "O", "S", "H", "H"],
  "xyz": [[-0.55072, 1.95223, -1.18166], [-0.51004, -0.73108, -0.31857], [-0.05023, 2.53242, -0.33313], [-1.01131, 1.52410, -2.15351], [1.51791, -1.17645, 1.56478], [-0.20035, -1.51233, 0.99047], [-0.68486, -1.44406, -1.14030], [1.48959, -1.14484, 2.57193]],
  "nbo_charge": [1.06, -1.20, -0.54, -0.55, -0.99, 0.46, 0.30, 0.44]
}

Unit: eV. Relative energies: version P 0.688; version Q 0.289; version R 0.000.

Version P
{
  "formula": "CH2NO3S",
  "method": "ωB97M-V/def2-TZVPD",
  "total_charge": -1,
  "e_homo_ev": -3.67,
  "homo_lumo_gap_ev": 7.81,
  "symbols": ["C", "N", "O", "O", "O", "S", "H", "H"],
  "xyz": [[-1.09743, 0.14499, 0.00355], [0.02658, 0.93680, -0.41698], [2.09399, -0.38788, -1.08206], [0.96080, -1.16031, 0.85926], [-0.92590, 1.26519, 0.66127], [1.60188, -0.00711, 0.20961], [-1.91538, 0.09135, -0.71074], [-0.74454, -0.88302, 0.47608]],
  "nbo_charge": [0.00, -0.38, -1.03, -1.04, -0.44, 1.57, 0.12, 0.21]
}

Version Q
{
  "formula": "CH2NO3S",
  "method": "ωB97M-V/def2-TZVPD",
  "total_charge": -1,
  "e_homo_ev": -3.84,
  "homo_lumo_gap_ev": 7.10,
  "symbols": ["C", "N", "O", "O", "O", "S", "H", "H"],
  "xyz": [[-0.17007, -0.83840, -0.05461], [0.38523, 0.27989, -0.30129], [1.21894, 0.14362, -1.55550], [0.17402, 1.45872, 0.02157], [-1.59247, -0.04656, 1.82310], [0.07099, -2.42436, -0.09628], [-2.00630, 0.63879, 1.43057], [1.91966, 0.78829, -1.26755]],
  "nbo_charge": [0.19, 0.18, -0.61, -0.52, -1.02, -0.08, 0.41, 0.46]
}

Unit: eV. Relative energies: version P 0.000; version Q 3.426.

Version P
{
  "formula": "C2H10NO3",
  "method": "ωB97M-V/def2-TZVPD",
  "total_charge": 1,
  "e_homo_ev": -14.63,
  "homo_lumo_gap_ev": 11.24,
  "symbols": ["O", "C", "C", "N", "H", "H", "H", "H", "H", "H", "H", "H", "O", "H", "H", "O"],
  "xyz": [[0.85867, -0.84946, 2.36788], [-0.29098, -0.95278, 2.06688], [-0.62581, -0.77396, 0.54382], [0.54869, -0.05072, -0.13850], [-1.21171, -1.03540, 2.66988], [-0.66292, -1.74842, 0.03491], [-1.53552, -0.23236, 0.46384], [0.99817, -0.74992, -0.76012], [0.08250, 0.72863, -0.60292], [1.35821, 0.29672, 0.38683], [0.87670, -0.93201, -3.71698], [0.64515, 0.62432, -3.64286], [1.05941, -0.13071, -3.21692], [-0.93590, 2.82991, -0.60830], [-2.30464, 2.29439, -0.12009], [-1.37622, 2.04676, -0.25425]],
  "nbo_charge": [-0.48, 0.44, -0.32, -0.70, 0.16, 0.24, 0.25, 0.46, 0.47, 0.46, 0.49, 0.49, -0.98, 0.50, 0.51, -0.99]
}

Version Q
{
  "formula": "C2H10NO3",
  "method": "ωB97M-V/def2-TZVPD",
  "total_charge": 1,
  "e_homo_ev": -14.78,
  "homo_lumo_gap_ev": 11.34,
  "symbols": ["O", "C", "C", "N", "H", "H", "H", "H", "H", "H", "H", "H", "O", "H", "H", "O"],
  "xyz": [[0.47654, -1.61606, -0.34402], [1.20320, -1.19224, 0.50340], [0.99850, 0.14588, 1.16684], [-0.42694, 0.60970, 1.00132], [2.05305, -1.79429, 0.87456], [1.79596, 0.76019, 0.72583], [1.16646, 0.20330, 2.24347], [-0.96799, 0.30523, 0.17539], [-0.61006, 1.58915, 1.21702], [-0.85562, 0.08611, 1.77138], [0.20060, 0.95562, -2.85742], [1.14030, 2.09414, -2.39498], [0.70614, 1.28505, -2.10937], [-3.08817, -0.97420, -0.63103], [-1.60537, -1.37223, -1.03360], [-2.18660, -1.08534, -0.30879]],
  "nbo_charge": [-0.50, 0.43, -0.34, -0.68, 0.16, 0.27, 0.24, 0.49, 0.45, 0.44, 0.49, 0.49, -0.97, 0.50, 0.51, -0.98]
}

Unit: eV. Relative energies: version P 0.153; version Q 0.000.

Version P
{
  "formula": "C2H5NO3",
  "method": "ωB97M-V/def2-TZVPD",
  "e_homo_ev": -10.20,
  "homo_lumo_gap_ev": 10.91,
  "smiles": "NC=O.O=CO",
  "symbols": ["C", "N", "O", "H", "H", "H", "O", "C", "O", "H", "H"],
  "xyz": [[-1.17042, 0.99381, -1.70696], [-0.75211, -0.24208, -2.10353], [-0.42526, 1.87153, -1.34211], [-2.26104, 1.14221, -1.76177], [0.25178, -0.26810, -2.19814], [-1.27805, -1.08995, -2.00517], [1.40337, -1.07517, 0.80871], [0.96243, -1.13838, 1.91852], [0.06007, -0.29739, 2.43123], [1.26397, -1.91614, 2.62961], [-0.22428, 0.27755, 1.68895]],
  "nbo_charge": [0.52, -0.84, -0.60, 0.10, 0.40, 0.40, -0.58, 0.64, -0.67, 0.12, 0.50]
}

Version Q
{
  "formula": "C2H5NO3",
  "method": "ωB97M-V/def2-TZVPD",
  "e_homo_ev": -10.14,
  "homo_lumo_gap_ev": 10.46,
  "smiles": "O=CNC=O.O",
  "symbols": ["O", "C", "N", "C", "O", "H", "H", "H", "H", "H", "O"],
  "xyz": [[-1.58463, 0.18836, -1.54010], [-0.73502, -0.29123, -0.86046], [0.54161, 0.22632, -0.64034], [1.02631, 1.32376, -1.38085], [0.35716, 2.13860, -1.94508], [-0.86187, -1.24499, -0.30841], [1.25358, -0.33580, -0.20261], [2.13204, 1.33517, -1.36188], [-0.93468, -0.62002, 2.21222], [-0.75266, -1.81505, 3.03858], [-0.44184, -0.90514, 2.98892]],
  "nbo_charge": [-0.51, 0.53, -0.68, 0.54, -0.50, 0.10, 0.41, 0.11, 0.46, 0.46, -0.92]
}

Unit: eV. Relative energies: version P 0.000; version Q 0.461.

Version P
{
  "formula": "C2H5NO3",
  "method": "ωB97M-V/def2-TZVPD",
  "e_homo_ev": -10.04,
  "homo_lumo_gap_ev": 10.79,
  "smiles": "[H]/N=C/C(O)(O)O",
  "symbols": ["C", "C", "N", "O", "O", "O", "H", "H", "H", "H", "H"],
  "xyz": [[-0.17769, 1.03999, -0.19107], [-0.21246, -0.56046, 0.09733], [0.90630, 1.58854, -0.28301], [-0.64987, -0.92569, 1.33652], [1.14348, -1.03980, -0.08840], [-0.92874, -1.08243, -0.91538], [-1.11420, 1.41649, 0.09892], [0.83517, 2.56751, -0.48631], [-0.31418, -0.41141, 2.06152], [1.66077, -0.62362, -0.80230], [-1.14857, -1.96914, -0.82781]],
  "nbo_charge": [0.10, 0.69, -0.59, -0.71, -0.77, -0.71, 0.16, 0.35, 0.50, 0.49, 0.49]
}

Version Q
{
  "formula": "C2H5NO3",
  "method": "ωB97M-V/def2-TZVPD",
  "e_homo_ev": -10.49,
  "homo_lumo_gap_ev": 11.13,
  "smiles": "NC=O.O=CO",
  "symbols": ["C", "N", "O", "H", "H", "H", "O", "C", "O", "H", "H"],
  "xyz": [[0.61001, 1.21031, 0.93604], [-0.55425, 1.88608, 0.67286], [1.22527, 0.60647, 0.09119], [0.85946, 1.22834, 2.00058], [-0.73742, 2.06276, -0.31440], [-0.72551, 2.70205, 1.22224], [-1.24420, -2.29114, -1.81825], [-0.22015, -2.16875, -1.24269], [-0.07657, -1.89035, 0.07508], [0.74079, -2.41137, -1.72084], [0.12257, -0.93440, 0.09819]],
  "nbo_charge": [0.54, -0.81, -0.61, 0.12, 0.40, 0.39, -0.53, 0.66, -0.74, 0.09, 0.50]
}

Unit: eV. Relative energies: version P 1.122; version Q 0.000.

Version P
{
  "formula": "C2H5NO3",
  "method": "ωB97M-V/def2-TZVPD",
  "e_homo_ev": [-9.42, -9.31],
  "homo_lumo_gap_ev": [8.27, 8.19],
  "symbols": ["C", "N", "C", "O", "O", "O", "H", "H", "H", "H", "H"],
  "xyz": [[1.21332, -0.64503, 0.13178], [-1.23275, 0.43949, 0.49702], [0.04775, 0.79337, 0.54912], [-0.67525, -1.18245, -0.44993], [-2.01980, 1.18893, -0.33293], [0.63563, 1.80079, 0.83109], [-1.45750, 1.86105, -0.76315], [-1.12807, -1.90928, -0.93438], [1.35377, -0.89065, 1.18156], [1.91772, 0.09406, -0.24990], [1.34518, -1.55028, -0.46029]],
  "nbo_charge": [-0.57, 0.05, 0.64, -0.71, -0.46, -0.53, 0.47, 0.46, 0.22, 0.21, 0.23]
}

Version Q
{
  "formula": "C2H5NO3",
  "method": "ωB97M-V/def2-TZVPD",
  "e_homo_ev": -10.21,
  "homo_lumo_gap_ev": 11.30,
  "smiles": "C=NOOCO",
  "symbols": ["C", "C", "O", "O", "O", "N", "H", "H", "H", "H", "H"],
  "xyz": [[-0.98073, 1.49310, 0.42829], [0.86453, -2.08354, -0.77988], [0.43534, 1.24175, -0.08593], [0.58976, 0.11663, -0.93583], [-0.85984, 0.95028, 1.66432], [0.63609, -1.01592, -0.15340], [0.19000, 0.87400, 1.66559], [-1.04484, 2.59314, 0.41737], [-1.72802, 0.96785, -0.17758], [0.93689, -2.16212, -1.86058], [0.96082, -2.97517, -0.18238]],
  "nbo_charge": [0.22, -0.15, -0.29, -0.13, -0.72, -0.13, 0.50, 0.16, 0.17, 0.18, 0.20]
}

Unit: eV. Relative energies: version P 2.313; version Q 0.000.